(1)
# C46H55KN8O2P2S

A molecular structure, C46H55KN8O2P2S at a distorted geometry (ωB97M-V with the def2-TZVPD basis set, OMol25).

XYZ file:
```
115
Properties=species:S:1:pos:R:3:forces:R:3:lowdin_charge:R:1
K 0.319 0.744 -0.253 -1.119 -0.932 0.254 0.563
C -3.717 -0.874 3.864 -0.120 0.078 -0.272 -0.140
C -3.205 -0.058 2.678 0.111 -0.084 -0.120 -0.554
C -2.441 1.160 3.191 -0.177 -0.040 -0.124 -0.150
P -2.109 -0.903 1.366 -0.601 -0.148 0.898 1.093
C -1.490 -2.395 2.344 -0.035 0.148 0.042 -0.533
C -0.284 -1.950 3.160 -0.186 -0.024 -0.127 -0.143
C -1.122 -3.563 1.443 -0.028 0.059 0.017 -0.144
C -3.360 -1.771 0.369 0.210 0.370 -0.216 -0.322
C -4.685 -2.058 0.636 -0.077 -0.136 -0.212 -0.071
C -5.455 -2.795 -0.264 -0.318 0.041 0.143 -0.323
C -6.902 -3.110 0.001 0.138 -0.126 0.030 -0.092
C -4.847 -3.271 -1.423 0.012 0.095 0.071 -0.082
C -3.546 -2.958 -1.735 0.012 -0.163 -0.104 -0.039
C -2.769 -2.158 -0.865 -0.096 -0.026 -0.055 -0.371
N -1.488 -1.815 -1.047 0.210 0.201 0.211 -0.020
C -0.975 -1.730 -2.298 0.169 -0.261 -0.463 -0.358
C -1.735 -1.277 -3.398 0.008 0.122 0.032 -0.047
C -1.240 -1.317 -4.676 0.044 -0.082 0.033 -0.060
C 0.022 -1.849 -4.935 0.255 -0.142 -0.046 -0.300
C 0.502 -1.984 -6.351 -0.039 0.182 -0.003 -0.067
C 0.817 -2.201 -3.852 -0.190 0.108 -0.316 -0.079
C 0.375 -2.079 -2.541 -0.163 0.089 0.382 -0.330
P 1.358 -2.385 -1.033 0.806 -0.792 -0.449 1.120
C 3.100 -1.684 -1.293 -0.239 -0.013 0.076 -0.529
C 3.134 -0.274 -0.715 0.147 -0.095 0.022 -0.176
C 3.739 -1.684 -2.675 -0.025 -0.076 0.166 -0.120
C 1.793 -4.215 -1.311 -0.099 0.186 0.173 -0.548
C 2.507 -4.772 -0.081 0.024 0.116 -0.178 -0.140
C 0.536 -5.034 -1.589 0.120 0.134 -0.122 -0.120
H -4.400 -0.269 4.466 -0.045 0.032 0.083 0.067
H -2.891 -1.177 4.504 0.090 -0.078 0.103 0.064
H -4.250 -1.768 3.544 -0.010 -0.077 0.051 0.055
H -4.071 0.305 2.105 0.096 -0.068 0.032 0.080
H -1.583 0.845 3.780 0.173 0.051 0.087 0.061
H -3.077 1.791 3.816 -0.034 0.096 0.100 0.067
H -2.071 1.746 2.353 0.097 0.168 -0.021 0.041
H -2.296 -2.728 3.009 0.028 0.084 -0.078 0.085
H 0.506 -1.608 2.495 0.075 0.007 0.087 0.046
H 0.101 -2.767 3.773 0.060 -0.129 0.083 0.070
H -0.535 -1.121 3.820 0.079 0.114 0.110 0.050
H -0.414 -3.237 0.685 0.018 -0.097 0.059 -0.002
H -2.004 -3.956 0.941 -0.009 -0.097 -0.076 0.072
H -0.674 -4.360 2.042 0.045 -0.107 0.071 0.072
H -5.154 -1.702 1.545 -0.018 0.026 0.121 0.087
H -7.353 -2.380 0.673 -0.067 0.030 0.050 0.061
H -7.014 -4.100 0.452 -0.132 -0.024 0.061 0.064
H -7.465 -3.113 -0.934 -0.119 0.019 0.014 0.061
H -5.423 -3.896 -2.098 -0.030 -0.012 -0.067 0.099
H -3.095 -3.346 -2.639 -0.017 0.058 -0.034 0.104
H -2.722 -0.876 -3.207 -0.061 -0.023 -0.005 0.111
H -1.838 -0.943 -5.500 -0.042 -0.002 -0.058 0.109
H -0.244 -2.505 -6.958 0.064 -0.054 -0.075 0.067
H 1.443 -2.532 -6.402 0.027 -0.027 -0.020 0.068
H 0.652 -0.994 -6.787 0.066 -0.104 -0.145 0.036
H 1.802 -2.593 -4.052 0.125 -0.006 -0.031 0.087
H 3.715 -2.322 -0.640 -0.169 0.055 -0.014 0.085
H 2.541 0.404 -1.325 0.137 0.088 -0.219 0.020
H 4.152 0.114 -0.690 0.068 0.091 0.030 0.084
H 2.741 -0.258 0.298 0.073 -0.026 0.223 0.027
H 3.188 -1.026 -3.341 -0.010 0.027 -0.172 0.065
H 3.795 -2.687 -3.099 -0.039 -0.016 -0.141 0.056
H 4.761 -1.304 -2.598 0.073 0.040 -0.012 0.072
H 2.462 -4.287 -2.178 -0.060 0.059 0.015 0.092
H 1.871 -4.657 0.794 -0.073 -0.033 0.170 0.062
H 3.443 -4.250 0.113 0.085 -0.006 0.073 0.052
H 2.731 -5.834 -0.213 0.023 -0.071 0.017 0.065
H -0.155 -4.961 -0.753 -0.154 -0.015 0.099 0.058
H 0.789 -6.087 -1.733 0.018 -0.084 -0.009 0.067
H 0.031 -4.669 -2.480 -0.101 -0.024 -0.044 0.065
C 1.726 7.881 4.522 0.052 -0.048 -0.037 -0.064
C 1.837 6.668 3.642 0.026 0.085 0.041 -0.289
C 0.740 5.844 3.429 -0.005 -0.078 -0.012 -0.042
C 0.852 4.707 2.647 -0.061 -0.010 -0.021 -0.048
C 2.064 4.393 2.065 0.124 -0.526 -0.338 -0.259
C 3.161 5.216 2.248 0.125 -0.040 -0.069 -0.066
C 3.050 6.347 3.039 -0.170 -0.048 0.038 -0.047
S 2.170 2.909 1.018 0.404 0.125 0.808 0.542
O 1.110 3.113 0.058 -0.204 0.441 -0.227 -0.428
O 3.521 2.885 0.504 0.042 0.165 0.154 -0.305
N 1.771 1.632 1.859 -0.738 1.098 -1.135 -0.153
C 2.594 1.076 2.755 1.043 -0.259 1.049 -0.417
C 3.636 1.782 3.410 -0.074 -0.062 -0.108 -0.023
C 4.401 1.146 4.355 -0.041 -0.180 0.112 -0.100
C 4.131 -0.187 4.669 0.125 0.154 0.044 -0.112
C 3.108 -0.800 3.971 0.189 -0.231 0.284 -0.175
N 2.367 -0.215 3.052 -0.228 0.364 -0.418 0.112
H 0.687 8.078 4.777 -0.058 0.051 0.060 0.068
H 2.132 8.760 4.024 0.021 0.085 0.009 0.073
H 2.286 7.732 5.447 -0.013 0.055 0.060 0.077
H -0.210 6.095 3.881 -0.073 0.007 0.038 0.106
H 0.009 4.058 2.461 -0.168 -0.054 0.071 0.112
H 4.089 4.960 1.756 0.082 -0.035 -0.015 0.110
H 3.905 6.991 3.198 0.093 0.035 -0.035 0.108
H 3.800 2.814 3.149 0.183 0.020 0.091 0.078
H 5.204 1.671 4.859 -0.023 0.059 -0.006 0.094
H 4.691 -0.714 5.429 0.023 -0.065 -0.041 0.079
H 2.864 -1.842 4.155 0.004 -0.111 0.079 0.097
N -5.285 6.851 0.456 0.241 -0.429 -0.084 0.148
C -4.699 5.879 0.243 -0.939 1.587 0.317 -0.199
C -3.985 4.702 -0.016 1.127 -1.819 -0.396 -0.234
C -2.606 4.732 -0.277 -0.649 0.312 0.176 0.010
C -1.949 3.537 -0.507 0.136 -0.072 -0.070 -0.107
N -2.555 2.355 -0.487 0.140 -0.039 -0.073 0.103
C -3.861 2.327 -0.261 -0.090 -0.373 0.003 -0.126
C -4.626 3.451 -0.021 0.076 0.752 0.097 -0.005
H -2.072 5.672 -0.290 0.036 -0.019 -0.005 0.119
H -0.889 3.512 -0.704 0.144 0.155 -0.013 0.084
H -4.308 1.339 -0.272 -0.104 -0.056 0.037 0.111
H -5.687 3.386 0.168 -0.022 -0.069 -0.005 0.113
N 0.739 1.017 -2.708 -0.198 0.215 -0.064 0.051
C 1.097 1.172 -3.802 -0.483 -0.107 0.538 -0.385
N 1.644 1.362 -4.928 1.425 0.196 0.114 0.068
C 1.242 1.397 -6.134 -0.332 0.101 -0.947 -0.485
N 1.039 1.464 -7.278 -0.267 0.007 -0.364 0.035
```
Forces are in eV/Å.

Summary:
ΔE to the lowest compared entry with this formula, charge and spin   1.643 eV
Orbital gap   4.69 eV
E_HOMO   -1.22 eV
Net charge   -2

***

(2)
# C46H55N7O6RbS2SbSi

A molecular structure, C46H55N7O6RbS2SbSi at a distorted geometry (ωB97M-V with the def2-TZVPD basis set, OMol25).

XYZ file:
```
119
Properties=species:S:1:pos:R:3:forces:R:3:lowdin_charge:R:1
Rb -1.079 1.394 -0.062 -0.750 -0.802 0.014 0.704
N -1.747 0.164 2.984 0.751 -0.069 -0.053 -0.004
C -2.571 1.271 3.439 -1.147 -0.213 0.275 -0.311
C -1.750 2.429 4.064 -1.631 1.098 -1.317 -0.168
C -1.327 3.451 2.954 -0.562 0.147 0.751 -0.309
N -0.116 3.032 2.295 1.102 -0.348 -0.052 -0.070
H -2.267 -0.675 2.737 0.060 0.315 -0.192 0.075
H -1.034 -0.100 3.657 -0.193 -0.070 0.052 0.057
H -3.355 0.949 4.171 0.523 0.089 -0.045 0.101
H -3.169 1.601 2.556 0.580 0.192 0.523 0.070
H -0.924 2.039 4.672 -0.026 0.304 -0.017 0.098
H -2.464 3.046 4.673 0.682 -0.843 -0.013 0.107
H -1.336 4.514 3.338 0.550 -0.903 0.047 0.106
H -2.112 3.462 2.196 -0.334 -0.148 0.064 0.072
H 0.380 3.797 1.847 0.175 -0.401 0.343 0.061
H 0.476 2.405 2.864 -0.320 0.957 -0.514 0.068
O -2.826 -2.563 -2.332 -2.004 -0.691 -1.570 -0.357
S -1.937 -2.051 -1.351 2.268 -1.820 0.654 0.222
O -1.074 -3.360 -0.914 -1.754 1.350 -1.828 -0.638
O -2.593 -1.555 -0.149 0.218 0.564 0.390 -0.416
O -1.013 -1.092 -1.996 0.358 0.454 0.866 -0.458
N -6.097 3.489 -5.022 -0.789 0.859 -0.563 0.161
C -4.961 4.161 -4.680 -0.523 1.010 0.731 -0.490
O -4.944 5.389 -4.513 -0.041 -1.627 -0.771 0.021
C -3.774 3.307 -4.368 1.053 0.831 1.252 -0.129
C -2.592 3.999 -4.007 -0.471 0.153 -0.313 -0.002
C -1.531 3.292 -3.475 0.072 0.326 -0.409 -0.153
N -1.510 1.975 -3.325 -0.654 -0.573 -0.133 0.072
C -2.640 1.317 -3.643 0.161 -0.616 1.054 -0.090
C -3.802 1.950 -4.077 0.010 -0.274 -0.578 -0.005
H -6.927 4.056 -5.253 0.892 -0.657 0.423 0.123
H -6.172 2.485 -5.035 0.160 0.219 -0.015 0.087
H -2.505 5.093 -4.084 -0.339 -0.661 -0.076 0.118
H -0.643 3.844 -3.169 0.000 -0.169 0.022 0.106
H -2.696 0.233 -3.391 0.456 0.782 -0.282 0.120
H -4.680 1.306 -4.160 0.129 0.348 -0.093 0.113
C -3.107 -7.115 2.395 0.422 0.913 -0.270 -0.113
C -3.531 -5.874 1.856 0.352 -0.676 0.205 -0.094
C -2.629 -4.903 1.395 -0.626 -1.294 0.700 -0.112
C -1.274 -5.125 1.521 1.061 -0.091 -0.246 -0.326
C -0.819 -6.282 2.160 -0.125 -0.202 -0.115 -0.135
C -1.725 -7.270 2.572 0.047 0.413 -0.088 -0.126
Sb 0.078 -3.605 0.773 0.399 1.945 1.633 1.496
C 1.445 -4.581 -0.570 -0.119 -0.388 0.510 -0.329
C 1.657 -3.877 -1.747 0.440 -0.437 -0.586 -0.130
C 2.389 -4.481 -2.783 0.202 0.357 0.377 -0.107
C 2.905 -5.776 -2.664 -0.016 0.281 -0.173 -0.126
C 2.673 -6.461 -1.462 0.801 -0.585 -0.015 -0.129
C 2.033 -5.851 -0.385 -0.594 0.399 -0.900 -0.131
C 1.437 -3.989 2.526 -0.445 -1.458 -0.405 -0.390
C 0.874 -3.891 3.808 0.875 0.308 0.108 -0.155
C 1.729 -3.811 4.914 -0.796 -0.198 -0.700 -0.132
C 3.083 -4.038 4.742 0.887 -0.051 0.544 -0.157
C 3.623 -4.254 3.479 0.891 -0.213 -0.647 -0.135
C 2.806 -4.197 2.348 0.010 0.175 1.212 -0.159
H -3.800 -7.934 2.663 0.345 0.752 -0.071 0.088
H -4.577 -5.643 1.803 -0.475 -0.086 -0.164 0.081
H -3.010 -4.004 0.965 -0.113 0.550 -0.352 0.083
H 0.269 -6.416 2.314 -0.777 0.007 -0.020 0.090
H -1.322 -8.133 3.072 -0.013 -0.447 0.029 0.076
H 1.263 -2.858 -1.879 -0.005 -0.621 0.070 0.096
H 2.573 -3.855 -3.647 0.099 -0.263 -0.293 0.085
H 3.523 -6.210 -3.490 -0.748 0.262 0.821 0.094
H 3.054 -7.495 -1.352 -0.160 0.643 -0.028 0.090
H 1.929 -6.386 0.559 -0.093 0.119 -0.203 0.088
H -0.222 -3.885 3.960 0.604 0.258 -0.229 0.097
H 1.303 -3.597 5.881 0.074 -0.164 0.412 0.079
H 3.731 -4.099 5.622 -0.121 0.165 -0.235 0.080
H 4.705 -4.495 3.315 -0.925 0.273 0.499 0.096
H 3.253 -4.377 1.368 -0.236 0.216 0.152 0.077
S 4.950 2.786 -4.119 0.259 -0.006 0.106 0.963
C 3.681 2.421 -2.901 0.497 0.659 -0.031 -0.497
C 2.624 1.618 -3.293 0.347 -0.178 -0.316 -0.077
C 1.646 1.358 -2.347 -1.265 -1.189 0.581 -0.136
N 1.638 1.819 -1.090 0.892 0.925 -0.926 0.021
C 2.650 2.656 -0.797 -0.645 -0.439 0.495 -0.151
C 3.708 2.975 -1.604 -0.549 -0.617 -1.097 -0.069
C 5.043 4.548 -3.848 0.455 0.234 0.588 -0.535
C 6.026 5.136 -3.019 0.017 -0.461 -0.565 -0.082
C 5.842 6.468 -2.640 0.654 -0.240 0.315 -0.172
N 4.817 7.210 -3.012 -0.791 -0.137 -0.609 0.050
C 3.941 6.653 -3.862 0.527 0.020 0.116 -0.132
C 4.021 5.349 -4.341 0.310 0.529 0.795 -0.079
H 2.556 1.161 -4.301 0.080 0.518 0.810 0.122
H 0.794 0.702 -2.602 0.430 0.287 0.102 0.099
H 2.629 3.131 0.169 -0.169 -0.093 0.493 0.101
H 4.426 3.661 -1.198 0.486 0.108 -0.346 0.099
H 6.931 4.562 -2.730 -0.909 0.410 0.019 0.114
H 6.531 6.985 -1.963 0.027 -0.422 -0.224 0.104
H 3.134 7.289 -4.166 -0.365 0.232 -0.163 0.098
H 3.266 4.968 -5.000 -0.197 -0.214 -0.140 0.106
C 6.048 -0.246 3.360 -0.455 -0.199 -0.345 -0.055
C 4.890 -0.466 2.398 0.690 -0.328 -0.273 -0.266
C 5.135 -1.159 1.199 -1.329 0.932 0.606 -0.043
C 4.099 -1.284 0.281 0.017 -0.472 -0.176 -0.148
N 2.864 -0.840 0.505 0.065 0.556 0.332 0.084
C 2.632 -0.177 1.656 0.407 -0.484 -0.313 -0.123
C 3.609 0.035 2.635 0.045 -0.401 -1.125 -0.027
H 6.976 -0.637 2.936 0.003 0.355 -0.153 0.066
H 5.917 -0.821 4.270 -0.279 0.100 0.342 0.072
H 6.124 0.822 3.589 0.225 -0.213 0.116 0.076
H 6.097 -1.544 0.971 0.775 -0.294 -0.099 0.087
H 4.296 -1.806 -0.682 -0.380 0.385 0.691 0.115
H 1.615 0.196 1.796 0.162 -0.173 -0.053 0.098
H 3.373 0.601 3.515 -0.036 0.111 0.375 0.099
C -6.040 2.018 2.067 1.104 -0.183 -0.519 -0.194
Si -5.208 2.263 0.346 0.617 -0.909 0.630 0.232
C -6.112 3.793 -0.411 1.270 -0.240 -0.574 -0.189
C -5.768 0.729 -0.659 1.040 0.314 -0.442 -0.169
O -3.612 2.337 0.544 -0.983 0.537 -0.448 -0.566
H -7.100 2.075 2.072 -1.140 0.426 0.043 -0.011
H -5.571 2.712 2.751 -0.158 0.496 0.370 0.003
H -5.808 1.036 2.463 0.266 -0.416 -0.066 0.010
H -7.155 3.843 -0.131 -0.302 0.104 0.137 -0.002
H -6.027 3.828 -1.520 -0.095 -0.095 0.542 0.005
H -5.543 4.656 -0.042 -0.376 0.100 0.043 0.010
H -6.319 1.078 -1.520 -0.468 0.096 -0.512 -0.016
H -6.391 0.021 -0.130 -0.099 -0.186 0.255 0.008
H -4.880 0.193 -1.067 -0.462 0.183 0.457 0.026
```
Forces are in eV/Å.

Summary:
ΔE to the lowest compared entry with this formula, charge and spin   0.000 eV
Orbital gap   4.06 eV
E_HOMO   -1.06 eV
Net charge   -2

***

- orbital gap of number 1 (C46H55KN8O2P2S)?
  4.69 eV